20
Properties=species:S:1:pos:R:3:forces:R:3:mulliken_charge:R:1 method="wB97M-V/def2-TZVPD" charge=0 de_lowest_ev=0.5041 homo_energy_ev=-9.14 energy_ha=-977.5813 smiles=C[Si](C)(C)S.C#CC#N e_lumo_ev=0.2 orbital_gap_ev=9.30 spin_multiplicity=1
C 1.3352 4.3611 1.3288 -2.37 -0.76 0.48 -0.255
C 0.1576 4.1091 1.1577 2.65 0.59 -0.28 -0.005
C -1.0590 3.7893 0.6506 -0.65 0.01 0.12 0.291
C 1.1354 -2.7578 -0.8637 -0.55 -0.61 -2.35 -1.028
C -1.2106 -0.4158 -1.5218 0.53 -3.44 -0.88 -1.136
C -0.6755 -1.7474 1.2356 -2.24 0.85 1.43 -1.145
N -2.1079 3.5302 0.2718 -0.67 -0.23 -0.36 -0.394
Si 0.0116 -1.2419 -0.3705 1.09 -0.32 -0.18 0.647
S 1.4721 0.2704 0.2927 -0.01 -0.05 0.00 -0.371
H 2.2366 4.3715 1.8577 1.05 0.34 0.03 0.375
H 0.6129 -3.7579 -0.6947 0.81 1.28 0.44 0.310
H 1.4007 -2.8813 -1.9861 -0.49 0.70 1.55 0.300
H 2.1301 -2.6400 -0.3919 -0.74 -0.35 0.20 0.269
H -0.7638 0.4462 -1.8368 1.06 2.44 -1.04 0.355
H -1.3610 -1.0711 -2.4199 0.05 0.56 0.64 0.282
H -2.1536 -0.1957 -1.1228 -1.28 0.22 0.87 0.365
H -0.7957 -0.8992 1.9151 0.54 0.49 -0.20 0.353
H -1.7093 -2.1172 1.4014 0.58 -0.55 -0.91 0.367
H 0.0087 -2.3761 1.7319 0.79 -1.08 0.61 0.353
H 1.3356 1.2235 -0.6350 -0.13 -0.10 -0.17 0.067